{
  "formula": "C29H36N4O5",
  "method": "the ωB97M-V functional and the def2-TZVPD basis",
  "de_lowest_ev": 2.920,
  "orbital_gap_ev": 8.10,
  "smiles": "CCn1cc(/C=C(\\NC(=O)c2ccc(OC)c(OC)c2)C(=O)NCCCN2CCOCC2)c2ccccc21",
  "elements": ["C", "C", "N", "C", "C", "C", "C", "N", "C", "O", "C", "C", "C", "C", "O", "C", "C", "O", "C", "C", "C", "O", "N", "C", "C", "C", "N", "C", "C", "O", "C", "C", "C", "C", "C", "C", "C", "C", "H", "H", "H", "H", "H", "H", "H", "H", "H", "H", "H", "H", "H", "H", "H", "H", "H", "H", "H", "H", "H", "H", "H", "H", "H", "H", "H", "H", "H", "H", "H", "H", "H", "H", "H", "H"],
  "xyz": [[-3.0933, -4.0451, -2.6001], [-2.9991, -4.6223, -1.1878], [-2.3288, -3.7186, -0.2917], [-1.0013, -3.7437, 0.0057], [-0.6507, -2.6829, 0.8075], [0.7067, -2.4096, 1.2220], [1.3068, -1.2035, 1.3215], [0.5536, -0.0799, 0.9464], [0.6148, 1.2661, 1.0727], [1.5342, 1.8985, 1.5817], [-0.6062, 1.9494, 0.5722], [-0.9517, 3.1577, 1.1550], [-2.1184, 3.8102, 0.7920], [-2.9605, 3.2672, -0.1645], [-4.1305, 3.8100, -0.5804], [-4.5368, 5.0368, -0.0241], [-2.6008, 2.0467, -0.7876], [-3.4724, 1.5928, -1.7263], [-3.2191, 0.3484, -2.3299], [-1.4324, 1.4102, -0.4206], [2.7615, -1.2155, 1.6915], [3.3826, -2.2691, 1.6392], [3.3040, -0.0570, 2.0858], [4.7186, 0.0865, 2.3292], [5.3902, 0.9046, 1.2217], [5.3137, 0.1961, -0.1408], [4.9448, 1.1258, -1.2002], [5.3161, 0.6914, -2.5358], [4.3874, -0.4008, -3.0837], [3.0411, 0.0316, -3.0882], [2.6321, 0.4104, -1.7891], [3.5396, 1.5032, -1.2095], [-1.8730, -1.9630, 1.0548], [-2.2277, -0.8765, 1.8611], [-3.5332, -0.4409, 1.8558], [-4.5097, -1.0772, 1.0864], [-4.2067, -2.1878, 0.3292], [-2.8894, -2.6350, 0.3280], [-3.5926, -4.7506, -3.2582], [-2.0990, -3.8449, -2.9928], [-3.6552, -3.1139, -2.5943], [-2.4406, -5.5616, -1.2062], [-4.0011, -4.8251, -0.7984], [-0.3653, -4.5118, -0.3915], [1.3379, -3.2695, 1.3972], [-0.3251, -0.3974, 0.5544], [-0.3036, 3.5774, 1.9082], [-2.3654, 4.7434, 1.2717], [-3.8127, 5.8317, -0.2296], [-5.4824, 5.2779, -0.5068], [-4.6924, 4.9572, 1.0567], [-3.1746, -0.4545, -1.5857], [-2.2921, 0.3610, -2.9134], [-4.0594, 0.1747, -3.0002], [-1.1442, 0.5079, -0.9374], [2.7491, 0.8010, 2.0413], [4.8614, 0.5832, 3.2940], [5.1476, -0.9178, 2.3758], [4.8998, 1.8759, 1.1501], [6.4297, 1.0831, 1.4964], [6.2942, -0.2125, -0.3942], [4.6204, -0.6523, -0.0656], [6.3480, 0.3365, -2.5299], [5.2502, 1.5668, -3.1907], [4.6317, -0.6352, -4.1213], [4.4824, -1.3144, -2.4765], [1.6092, 0.7797, -1.8885], [2.6297, -0.4737, -1.1322], [3.2138, 1.7541, -0.2013], [3.4503, 2.3979, -1.8345], [-1.4981, -0.3923, 2.4921], [-3.8118, 0.4080, 2.4613], [-5.5210, -0.7005, 1.0992], [-4.9718, -2.6963, -0.2382]]
}